C31H57N2OP2STi as an isolated structure in a non-equilibrium geometry, computed with ωB97M-V/def2-TZVPD.

Structure (XYZ):
```
95
Properties=species:S:1:pos:R:3:lowdin_charge:R:1
C 0.831 0.439 -2.966 -0.290
C 0.094 -1.718 -2.403 -0.302
C 0.855 0.101 -4.310 0.036
C 0.222 -2.140 -3.717 0.023
C 0.571 -1.201 -4.689 0.040
H 1.132 0.876 -5.025 0.149
H -0.019 -3.179 -3.967 0.145
H 0.624 -1.496 -5.738 0.146
N 0.379 -0.441 -2.057 0.008
P 1.758 1.701 -0.665 1.101
P -1.675 -1.831 -0.131 1.207
C 1.314 1.790 -2.459 -0.217
H 2.196 2.127 -3.029 0.112
H 0.525 2.549 -2.596 0.111
C -0.320 -2.605 -1.266 -0.235
H -0.719 -3.565 -1.603 0.096
C -1.899 -3.045 1.326 -0.623
C -3.235 -1.807 -1.188 -0.647
C 3.527 1.025 -0.664 -0.647
C 1.670 3.476 -0.082 -0.667
C -1.018 -2.567 2.494 -0.100
H -1.323 -1.578 2.861 0.058
H -1.118 -3.285 3.324 0.116
H 0.042 -2.516 2.229 0.047
C -3.346 -3.088 1.844 -0.066
H -3.716 -2.094 2.123 0.087
H -4.042 -3.557 1.139 0.076
H -3.363 -3.707 2.756 0.116
C -1.460 -4.459 0.923 -0.049
H -1.671 -5.140 1.764 0.124
H -2.005 -4.843 0.051 0.089
H -0.380 -4.506 0.727 0.057
C -4.328 -1.036 -0.416 -0.063
H -3.925 -0.140 0.073 0.064
H -5.090 -0.706 -1.135 0.113
H -4.833 -1.661 0.327 0.076
C -2.973 -1.073 -2.514 -0.067
H -2.592 -0.059 -2.368 0.063
H -2.291 -1.637 -3.159 0.080
H -3.943 -0.991 -3.028 0.116
C -3.695 -3.235 -1.537 -0.048
H -2.860 -3.918 -1.749 0.077
H -4.344 -3.673 -0.769 0.086
H -4.293 -3.171 -2.459 0.112
C 2.236 3.534 1.345 -0.076
H 2.128 4.565 1.710 0.116
H 1.671 2.874 2.020 0.037
H 3.299 3.270 1.395 0.077
C 0.193 3.910 -0.038 -0.082
H -0.297 3.847 -1.017 0.085
H -0.383 3.321 0.687 0.037
H 0.163 4.961 0.288 0.116
C 2.432 4.428 -1.019 -0.054
H 2.180 4.270 -2.075 0.088
H 2.143 5.456 -0.756 0.113
H 3.517 4.359 -0.899 0.075
C 3.670 -0.080 -1.724 -0.077
H 3.597 0.310 -2.749 0.096
H 4.659 -0.554 -1.615 0.117
H 2.912 -0.861 -1.585 0.040
C 3.785 0.416 0.727 -0.083
H 3.165 -0.479 0.903 0.045
H 4.847 0.124 0.774 0.113
H 3.594 1.135 1.537 0.075
C 4.579 2.103 -0.964 -0.061
H 4.395 2.606 -1.924 0.094
H 4.665 2.844 -0.159 0.082
H 5.555 1.599 -1.040 0.115
Ti 0.195 -0.079 0.074 0.584
C -1.392 0.972 -0.376 -0.223
O -2.276 1.699 -0.678 0.172
N 1.306 -1.785 0.415 0.078
C 1.060 -2.761 -0.331 -0.286
C 1.987 -4.003 -0.530 -0.528
C 1.324 -5.077 -1.379 -0.038
C 3.219 -3.527 -1.300 -0.034
C 2.394 -4.526 0.862 -0.009
H 0.416 -5.476 -0.920 0.082
H 1.074 -4.679 -2.370 0.080
H 2.011 -5.918 -1.529 0.117
H 3.765 -2.769 -0.727 0.080
H 3.903 -4.363 -1.497 0.119
H 2.928 -3.096 -2.267 0.088
H 2.355 -5.621 0.902 0.106
H 3.422 -4.222 1.090 0.098
H 1.756 -4.131 1.661 0.073
C 0.428 0.692 3.921 -0.266
S -0.249 1.042 2.274 0.784
C -1.949 1.583 2.662 -0.267
H 1.125 -0.149 3.840 0.063
H -0.387 0.446 4.610 0.072
H 0.961 1.586 4.269 0.070
H -2.663 0.768 2.484 0.054
H -1.968 1.876 3.718 0.077
H -2.208 2.445 2.035 0.055
```

As for the charge: +3. For the frontier orbital gap (spin up / spin down), the calculation gives 6.23 / 6.23 eV. The calculation puts the total energy at -3329.59946 a.u. The calculation puts the HOMO energy (spin up / spin down) at -17.536 / -17.539 eV. As for the LUMO energy (spin up / spin down): -11.3 / -11.3 eV.